(1)
The following is a DFT calculation (ωB97M-V/def2-TZVPD) of a 6-piece molecular cluster, C10H36N3O6 overall.

```
! RIJCOSX wB97M-V def2-TZVPD def2/J DEFGRID3
* xyz 1 1
N 1.22 -1.49 0.14
H 0.31 -1.46 0.59
H 2.01 -1.76 0.70
H 1.50 -0.52 0.05
H 1.29 -1.98 -0.74
C -0.31 0.57 2.87
C -1.25 -0.62 2.60
C -2.20 -0.35 1.41
O -1.56 -0.10 0.16
C -2.54 0.02 -0.94
N -0.40 -1.78 2.31
H 0.44 0.78 2.10
H 0.24 0.42 3.80
H -0.95 1.46 2.87
H -1.76 -0.74 3.56
H -2.79 0.52 1.69
H -2.78 -1.28 1.45
H -2.19 0.36 -1.91
H -3.40 0.63 -0.64
H -3.01 -0.95 -1.03
H -0.97 -2.62 2.29
H 0.20 -1.90 3.11
C 1.82 3.27 -1.22
C 1.07 2.44 -0.16
C -0.19 3.07 0.33
O -0.05 4.07 1.29
C -0.54 5.35 0.97
N 0.72 1.13 -0.65
H 2.69 2.79 -1.69
H 2.20 4.25 -0.91
H 1.20 3.43 -2.10
H 1.75 2.28 0.67
H -0.74 2.31 0.90
H -0.81 3.25 -0.55
H -0.52 6.18 1.68
H -1.53 5.29 0.52
H 0.06 5.62 0.10
H -0.20 0.91 -0.32
H 0.53 1.21 -1.64
O 2.89 -2.50 1.65
H 2.36 -3.04 2.25
H 3.59 -2.15 2.19
O 3.15 -1.58 -2.42
H 3.59 -2.43 -2.36
H 2.89 -1.51 -3.34
C -1.29 -3.43 -1.63
C -0.49 -3.06 -2.96
O 0.00 -1.71 -2.91
O -0.33 -3.77 -0.65
H -1.87 -4.34 -1.78
H -1.92 -2.63 -1.22
H -1.21 -3.16 -3.78
H 0.31 -3.75 -3.24
H 0.44 -1.45 -3.73
H -0.67 -3.58 0.23
*
```

Results
- Molar mass: 294.41 g mol⁻¹
- HOMO: -11.61 eV
- Relative energy (zero: lowest compared OMol25 entry of this formula, charge and spin): 172.4 kJ/mol
- Frontier orbital gap: 9.11 eV
- Lowest unoccupied orbital energy: -2.50 eV

Formally, the Mulliken partial charges of the atoms, in units of the elementary charge, are as follows: number 1, N, carries 0.13; number 2, H, carries -0.26; number 3, H, carries 0.76; number 4, H, carries 0.27; number 5, H, carries 0.17; number 6, C, carries -1.49; number 7, C, carries 0.31; number 8, C, carries -1.29; number 9, O, carries 0.30; number 10, C, carries -1.17; number 11, N, carries -0.60; number 12, H, carries 0.26; number 13, H, carries 0.46; number 14, H, carries 0.37; number 15, H, carries 0.51; number 16, H, carries 0.48; number 17, H, carries 0.43; number 18, H, carries 0.30; number 19, H, carries 0.38; number 20, H, carries 0.36; number 21, H, carries 0.23; number 22, H, carries 0.23; number 23, C, carries -1.75; number 24, C, carries 0.76; number 25, C, carries -0.58; number 26, O, carries -0.37; number 27, C, carries -0.77; number 28, N, carries -0.19; number 29, H, carries 0.42; number 30, H, carries 0.39; number 31, H, carries 0.41; number 32, H, carries 0.13; number 33, H, carries -0.09; number 34, H, carries 0.46; number 35, H, carries 0.28; number 36, H, carries 0.31; number 37, H, carries 0.29; number 38, H, carries -0.17; number 39, H, carries 0.32; number 40, O, carries -0.64; number 41, H, carries 0.30; number 42, H, carries 0.32; number 43, O, carries -0.59; number 44, H, carries 0.30; number 45, H, carries 0.29; number 46, C, carries 0.17; number 47, C, carries -0.62; number 48, O, carries -0.39; number 49, O, carries -0.57; number 50, H, carries 0.41; number 51, H, carries -0.22; number 52, H, carries 0.43; number 53, H, carries 0.36; number 54, H, carries 0.22; number 55, H, carries 0.25

=====

(2)
The following is a DFT calculation (ωB97M-V/def2-TZVPD) of a 8-piece molecular cluster, C10H36O13 overall.

```
! RIJCOSX wB97M-V def2-TZVPD def2/J DEFGRID3
* xyz 0 1
C 1.57 4.30 1.05
C 2.22 2.98 0.82
O 1.98 2.10 1.89
O 0.14 4.16 0.98
H 1.87 5.09 0.34
H 1.94 4.72 2.00
H 3.29 3.11 0.71
H 1.85 2.50 -0.09
H 1.11 1.68 1.76
H -0.26 5.03 1.07
C -4.10 -2.63 -1.19
C -2.86 -1.83 -0.95
O -3.03 -0.49 -1.48
O -4.35 -2.80 -2.59
H -4.93 -2.13 -0.67
H -4.01 -3.64 -0.78
H -1.95 -2.23 -1.39
H -2.68 -1.73 0.14
H -3.48 0.04 -0.82
H -4.82 -2.03 -2.92
C 3.81 -0.62 0.43
C 3.25 -0.61 -0.95
O 2.77 -1.91 -1.32
O 4.80 -1.57 0.56
H 2.99 -0.85 1.13
H 4.15 0.36 0.73
H 4.03 -0.34 -1.69
H 2.52 0.18 -1.19
H 2.30 -1.73 -2.14
H 4.37 -2.43 0.48
C 0.28 0.46 -3.71
C 0.04 1.32 -2.50
O -0.48 0.59 -1.42
O 1.28 -0.55 -3.52
H 0.56 1.05 -4.59
H -0.68 -0.03 -3.94
H -0.62 2.16 -2.73
H 0.98 1.80 -2.19
H -1.43 0.35 -1.50
H 1.80 -0.55 -4.33
C -2.46 0.93 2.91
C -2.00 1.58 1.62
O -0.66 1.24 1.29
O -3.02 -0.39 2.72
H -3.31 1.52 3.27
H -1.70 0.99 3.69
H -2.11 2.67 1.73
H -2.71 1.29 0.83
H -0.47 1.48 0.36
H -2.30 -1.09 2.75
O 0.26 -2.16 1.14
H 0.26 -2.23 0.18
H 0.15 -1.19 1.30
O -1.56 -2.71 3.09
H -0.95 -2.77 2.31
H -0.99 -2.81 3.86
O 2.70 -3.53 1.08
H 2.16 -3.05 0.43
H 2.50 -3.11 1.93
*
```

Results
- Molar mass: 364.38 g mol⁻¹
- HOMO: -9.60 eV
- Relative energy (zero: lowest compared OMol25 entry of this formula, charge and spin): 0.0 kJ/mol
- Frontier orbital gap: 9.85 eV
- Lowest unoccupied orbital energy: 0.24 eV
- SMILES: OCCO.OCCO.OCCO.OCCO.OCCO.O.O.O

Formally, the Mulliken partial charges of the atoms, in units of the elementary charge, are as follows: number 1, C, carries -0.53; number 2, C, carries 0.11; number 3, O, carries -0.57; number 4, O, carries -0.40; number 5, H, carries 0.36; number 6, H, carries 0.31; number 7, H, carries 0.40; number 8, H, carries -0.35; number 9, H, carries 0.44; number 10, H, carries 0.25; number 11, C, carries -0.65; number 12, C, carries 0.26; number 13, O, carries -0.75; number 14, O, carries -0.53; number 15, H, carries 0.29; number 16, H, carries 0.36; number 17, H, carries 0.22; number 18, H, carries 0.05; number 19, H, carries 0.27; number 20, H, carries 0.31; number 21, C, carries -0.46; number 22, C, carries 0.38; number 23, O, carries -0.52; number 24, O, carries -0.59; number 25, H, carries 0.16; number 26, H, carries 0.29; number 27, H, carries 0.29; number 28, H, carries -0.19; number 29, H, carries 0.33; number 30, H, carries 0.46; number 31, C, carries -0.61; number 32, C, carries -0.39; number 33, O, carries -0.32; number 34, O, carries -0.45; number 35, H, carries 0.47; number 36, H, carries 0.26; number 37, H, carries 0.43; number 38, H, carries 0.15; number 39, H, carries 0.25; number 40, H, carries 0.26; number 41, C, carries -0.68; number 42, C, carries 0.01; number 43, O, carries -0.10; number 44, O, carries -0.50; number 45, H, carries 0.37; number 46, H, carries 0.30; number 47, H, carries 0.29; number 48, H, carries -0.02; number 49, H, carries 0.17; number 50, H, carries 0.28; number 51, O, carries -0.79; number 52, H, carries 0.30; number 53, H, carries 0.33; number 54, O, carries -0.68; number 55, H, carries 0.45; number 56, H, carries 0.30; number 57, O, carries -0.67; number 58, H, carries 0.27; number 59, H, carries 0.34

=====

(3)
The following is a DFT calculation (ωB97M-V/def2-TZVPD) of C10H38ClInO10P as an isolated structure.

```
! RIJCOSX wB97M-V def2-TZVPD def2/J DEFGRID3
* xyz -1 1
C 1.48 0.29 -0.65
C 1.20 -1.21 -0.62
C -0.27 -1.64 -0.89
Cl -0.91 -2.46 0.61
In -1.74 -0.07 -1.56
P -3.89 -0.10 -0.13
O -3.73 -0.50 1.30
O -4.54 1.43 -0.17
O -5.08 -0.96 -0.85
H 2.50 0.44 -0.29
H 1.45 0.70 -1.66
H 0.83 0.84 0.02
H 1.85 -1.73 -1.32
H 1.45 -1.55 0.38
H -0.27 -2.41 -1.66
H -1.13 1.60 -1.58
H -2.27 -0.55 -3.20
H -3.81 2.00 0.10
H -5.79 -0.38 -1.16
C 1.73 3.73 -1.61
O 2.88 3.18 -0.96
H 1.06 2.92 -1.88
H 1.21 4.40 -0.92
H 2.02 4.28 -2.51
H 3.45 3.91 -0.71
C 4.82 3.82 -4.44
O 4.56 2.70 -3.61
H 5.21 3.45 -5.38
H 3.91 4.39 -4.64
H 5.56 4.49 -3.99
H 4.20 3.03 -2.77
C 1.15 -5.49 -1.73
O 1.49 -4.77 -0.55
H 2.05 -5.99 -2.07
H 0.39 -6.25 -1.52
H 0.80 -4.82 -2.52
H 0.69 -4.33 -0.25
C 2.27 -1.66 3.22
O 2.13 -0.42 2.55
H 1.54 -2.35 2.79
H 3.27 -2.08 3.07
H 2.07 -1.56 4.29
H 2.77 0.20 2.91
C 0.76 6.56 1.51
O 1.38 5.35 1.09
H 0.60 7.17 0.62
H -0.21 6.36 1.98
H 1.40 7.11 2.21
H 1.52 4.79 1.86
C -5.94 0.14 3.59
O -5.41 1.32 3.02
H -6.91 0.39 4.02
H -6.06 -0.64 2.83
H -5.29 -0.24 4.39
H -4.57 1.08 2.61
C -1.79 -5.98 1.11
O -1.15 -7.18 0.66
H -1.95 -5.35 0.24
H -2.76 -6.21 1.57
H -1.17 -5.44 1.82
H -0.99 -7.73 1.43
*
```

Results
- Molar mass: 499.65 g mol⁻¹
- HOMO: -5.23 eV
- Relative energy (zero: lowest compared OMol25 entry of this formula, charge and spin): 20.5 kJ/mol
- Frontier orbital gap: 7.40 eV
- Lowest unoccupied orbital energy: 2.17 eV

Formally, the Mulliken partial charges of the atoms, in units of the elementary charge, are as follows: number 1, C, carries -1.43; number 2, C, carries 0.06; number 3, C, carries -0.31; number 4, Cl, carries -0.24; number 5, In, carries 0.78; number 6, P, carries 0.42; number 7, O, carries -0.66; number 8, O, carries -0.56; number 9, O, carries -0.50; number 10, H, carries 0.41; number 11, H, carries 0.40; number 12, H, carries 0.36; number 13, H, carries 0.29; number 14, H, carries -0.06; number 15, H, carries 0.28; number 16, H, carries -0.45; number 17, H, carries -0.38; number 18, H, carries 0.30; number 19, H, carries 0.28; number 20, C, carries -0.17; number 21, O, carries -0.50; number 22, H, carries 0.10; number 23, H, carries 0.07; number 24, H, carries 0.23; number 25, H, carries 0.27; number 26, C, carries -0.55; number 27, O, carries -0.46; number 28, H, carries 0.23; number 29, H, carries 0.25; number 30, H, carries 0.24; number 31, H, carries 0.31; number 32, C, carries -0.53; number 33, O, carries -0.43; number 34, H, carries 0.26; number 35, H, carries 0.19; number 36, H, carries 0.24; number 37, H, carries 0.22; number 38, C, carries -0.49; number 39, O, carries -0.42; number 40, H, carries 0.12; number 41, H, carries 0.28; number 42, H, carries 0.28; number 43, H, carries 0.25; number 44, C, carries -0.59; number 45, O, carries -0.42; number 46, H, carries 0.22; number 47, H, carries 0.28; number 48, H, carries 0.25; number 49, H, carries 0.27; number 50, C, carries -0.50; number 51, O, carries -0.51; number 52, H, carries 0.24; number 53, H, carries 0.22; number 54, H, carries 0.22; number 55, H, carries 0.32; number 56, C, carries -0.45; number 57, O, carries -0.51; number 58, H, carries 0.15; number 59, H, carries 0.35; number 60, H, carries 0.21; number 61, H, carries 0.27

=====

(4)
The following is a DFT calculation (ωB97M-V/def2-TZVPD) of a 9-piece molecular cluster, C10H39B3NO11PS overall.

```
! RIJCOSX wB97M-V def2-TZVPD def2/J DEFGRID3
* xyz 0 1
C 2.75 -2.05 -1.20
C 2.59 -1.50 -2.40
B 1.32 -0.65 -2.66
O 1.09 0.61 -2.11
B -0.16 0.81 -1.58
S -0.45 1.96 -0.18
O -1.25 0.16 -2.14
B -0.91 -1.09 -2.65
P -1.85 -2.68 -2.14
N -1.27 -3.02 -0.69
O 0.25 -1.21 -3.38
H 3.51 -2.79 -1.01
H 2.10 -1.79 -0.37
H 3.31 -1.73 -3.19
H 0.42 1.39 0.67
H -1.49 -3.68 -3.05
H -3.25 -2.50 -2.21
H -2.03 -3.07 -0.01
C 2.26 4.60 2.01
O 1.56 3.45 2.49
H 3.03 4.85 2.74
H 2.74 4.39 1.05
H 1.58 5.45 1.90
H 0.88 3.24 1.84
C -5.13 0.15 -3.94
O -3.94 -0.43 -4.46
H -5.92 -0.05 -4.66
H -5.41 -0.29 -2.98
H -5.02 1.23 -3.82
H -3.23 -0.24 -3.83
C -2.75 -6.98 -0.34
O -2.64 -5.57 -0.25
H -3.36 -7.34 0.49
H -3.22 -7.25 -1.28
H -1.77 -7.45 -0.28
H -2.07 -5.27 -0.96
C 5.08 6.51 4.85
O 4.90 5.57 3.78
H 4.15 7.07 4.95
H 5.30 6.01 5.79
H 5.89 7.21 4.62
H 5.71 5.07 3.68
C 0.23 8.01 2.77
O 0.57 7.84 4.14
H -0.26 8.97 2.67
H 1.13 8.00 2.14
H -0.45 7.22 2.44
H 1.01 6.99 4.23
C -3.25 -5.11 -5.66
O -3.08 -5.37 -4.28
H -3.58 -4.08 -5.76
H -2.32 -5.24 -6.22
H -4.02 -5.76 -6.10
H -2.78 -6.28 -4.17
C -3.10 -9.42 -4.01
O -2.27 -8.34 -3.61
H -4.08 -9.01 -4.22
H -2.72 -9.90 -4.92
H -3.19 -10.17 -3.22
H -1.39 -8.69 -3.41
C 5.14 6.27 9.28
O 5.24 7.02 8.07
H 5.99 5.59 9.30
H 5.18 6.92 10.15
H 4.22 5.69 9.31
H 4.49 7.63 8.03
*
```

Results
- Molar mass: 444.89 g mol⁻¹
- HOMO: -8.37 eV
- Frontier orbital gap: 8.71 eV
- Lowest unoccupied orbital energy: 0.35 eV
- SMILES: C=CB1OB(S)OB([PH2]=N)O1.CO.CO.CO.CO.CO.CO.CO.CO

Formally, the Mulliken partial charges of the atoms, in units of the elementary charge, are as follows: number 1, C, carries -0.73; number 2, C, carries -0.01; number 3, B, carries 0.35; number 4, O, carries -0.41; number 5, B, carries 0.59; number 6, S, carries -0.39; number 7, O, carries -0.43; number 8, B, carries 0.54; number 9, P, carries 0.38; number 10, N, carries -0.74; number 11, O, carries -0.15; number 12, H, carries 0.25; number 13, H, carries 0.19; number 14, H, carries 0.29; number 15, H, carries 0.13; number 16, H, carries 0.00; number 17, H, carries 0.07; number 18, H, carries 0.21; number 19, C, carries -0.03; number 20, O, carries -0.48; number 21, H, carries -0.03; number 22, H, carries 0.26; number 23, H, carries 0.04; number 24, H, carries 0.19; number 25, C, carries -0.58; number 26, O, carries -0.48; number 27, H, carries 0.25; number 28, H, carries 0.25; number 29, H, carries 0.26; number 30, H, carries 0.23; number 31, C, carries -0.52; number 32, O, carries -0.47; number 33, H, carries 0.26; number 34, H, carries 0.19; number 35, H, carries 0.24; number 36, H, carries 0.25; number 37, C, carries -0.43; number 38, O, carries -0.50; number 39, H, carries 0.13; number 40, H, carries 0.24; number 41, H, carries 0.28; number 42, H, carries 0.27; number 43, C, carries -0.52; number 44, O, carries -0.51; number 45, H, carries 0.26; number 46, H, carries 0.24; number 47, H, carries 0.23; number 48, H, carries 0.30; number 49, C, carries -0.60; number 50, O, carries -0.39; number 51, H, carries 0.19; number 52, H, carries 0.29; number 53, H, carries 0.27; number 54, H, carries 0.23; number 55, C, carries -0.59; number 56, O, carries -0.45; number 57, H, carries 0.24; number 58, H, carries 0.30; number 59, H, carries 0.27; number 60, H, carries 0.26; number 61, C, carries -0.54; number 62, O, carries -0.48; number 63, H, carries 0.21; number 64, H, carries 0.26; number 65, H, carries 0.26; number 66, H, carries 0.29